Density functional theory data (the ωB97M-V functional and the def2-TZVPD basis) for a cluster of 2 separate species, C2H5FS in total.

Each line ends with the natural charge from an NBO analysis.
Cartesian coordinates (Å):
C1 -0.4878 0.2302 0.0847  -0.656
C2 0.4957 -0.8886 0.3265  0.027
F1 0.8916 -0.5575 2.1314  -0.555
S1 1.9343 -0.8872 -0.5455  0.161
H1 -0.7656 0.1487 -0.9254  0.224
H2 -0.2503 1.2001 0.4894  0.244
H3 -1.2382 -0.0292 0.6650  0.226
H4 0.0416 -1.8602 0.3346  0.213
H5 2.1308 0.3230 -0.2514  0.117

Summary:
Energy (Eh): -577.1739
Gap between HOMO and LUMO (Eh): 0.391
ΔE to the lowest compared entry with this formula, charge and spin (kJ/mol): 159.7
HOMO energy (eV): -10.2215

=====

Density functional theory data (the ωB97M-V functional and the def2-TZVPD basis) for a cluster of 2 separate species, C2H5FS2 in total.

Each line ends with the natural charge from an NBO analysis.
Cartesian coordinates (Å):
C1 0.8427 0.6517 -0.2381  -0.726
C2 0.7343 -0.5209 0.6228  0.325
F1 0.4871 -0.3552 1.8981  -0.313
S1 -2.0943 0.1860 0.2222  -0.252
S2 0.9168 -1.9990 0.0606  -0.047
H1 0.6270 1.5233 0.2188  0.229
H2 1.8752 0.5780 -0.6529  0.255
H3 0.3589 0.4780 -1.1313  0.249
H4 -1.9288 -1.1011 -0.0090  0.154
H5 -1.8189 0.5591 -0.9912  0.127

Summary:
Energy (Eh): -975.3913
Gap between HOMO and LUMO (Eh): 0.340
SMILES string: CC(F)=S.S
ΔE to the lowest compared entry with this formula, charge and spin (kJ/mol): 100.1
HOMO energy (eV): -9.1905

=====

Density functional theory data (the ωB97M-V functional and the def2-TZVPD basis) for a cluster of 2 separate species, C2H5IN2O in total.

Each line ends with the natural charge from an NBO analysis.
Cartesian coordinates (Å):
C1 -0.2312 0.8449 -0.1140  -0.403
C2 -0.9738 -0.0874 0.4865  -0.382
N1 1.9777 -2.7730 0.2395  0.209
N2 1.4468 -2.7797 1.3417  -0.427
O1 1.8638 -3.4997 -0.7384  -0.456
I1 -2.9647 -0.3426 -0.1591  0.147
H1 0.8876 0.8563 -0.2411  0.209
H2 2.6973 -1.9972 0.0708  0.342
H3 -0.6913 1.5709 -0.7161  0.191
H4 -0.4768 -0.5061 1.3916  0.237
H5 0.7058 -3.5021 1.2860  0.334

Summary:
Energy (Eh): -561.4959
Gap between HOMO and LUMO (Eh): 0.352
SMILES string: [H]/N=[NH+]\[O-].C=CI
ΔE to the lowest compared entry with this formula, charge and spin (kJ/mol): 351.8
HOMO energy (eV): -9.1538

=====

Density functional theory data (the ωB97M-V functional and the def2-TZVPD basis) for the molecule C2H5IN2OS.

Each line ends with the natural charge from an NBO analysis.
Cartesian coordinates (Å):
C1 -0.2076 1.8404 -0.3294  0.524
C2 1.5205 -1.2235 0.4747  -0.753
N1 -1.8000 -0.2203 -0.1722  -0.617
N2 -0.5710 0.4193 -0.4458  -0.518
O1 0.8449 2.2201 -0.6827  -0.529
S1 0.7478 -0.5019 -1.0422  0.371
I1 -1.8156 2.9272 0.3582  0.120
H1 0.7311 -1.9098 0.8256  0.212
H2 1.5801 -0.3864 1.0973  0.219
H3 2.5810 -1.5943 0.2775  0.253
H4 -1.4280 -0.8573 0.5539  0.354
H5 -2.1832 -0.7136 -0.9149  0.363

Summary:
Energy (Eh): -959.7693
Gap between HOMO and LUMO (Eh): 0.345
SMILES string: CSN(N)C(=O)I
ΔE to the lowest compared entry with this formula, charge and spin (kJ/mol): 90.2
HOMO energy (eV): -8.8596

=====

Density functional theory data (the ωB97M-V functional and the def2-TZVPD basis) for the molecule C2H5IN2OS.

Each line ends with the natural charge from an NBO analysis.
Cartesian coordinates (Å):
C1 -1.3425 -0.3807 1.2012  0.551
C2 1.7503 1.1560 0.0511  -0.725
N1 -0.7597 -1.0863 -1.0901  -0.655
N2 -0.6835 -0.2355 -0.0724  -0.460
O1 -1.1108 0.3454 2.0683  -0.523
S1 -0.0415 1.4175 -0.4246  0.342
I1 -2.7519 -1.9250 1.1245  0.067
H1 2.2066 1.9335 -0.5829  0.226
H2 1.8588 0.1144 -0.1982  0.217
H3 2.1160 1.2617 1.0863  0.223
H4 0.1105 -1.6827 -1.2909  0.366
H5 -1.3523 -0.9181 -1.8723  0.371

Summary:
Energy (Eh): -959.7733
Gap between HOMO and LUMO (Eh): 0.340
SMILES string: CSN(N)C(=O)I
ΔE to the lowest compared entry with this formula, charge and spin (kJ/mol): 79.9
HOMO energy (eV): -8.8537

=====

Density functional theory data (the ωB97M-V functional and the def2-TZVPD basis) for the molecule C2H5IN2S.

Each line ends with the natural charge from an NBO analysis.
Cartesian coordinates (Å):
C1 -0.0271 -0.3155 -0.0944  0.135
C2 0.7753 0.7213 -0.8129  -0.648
N1 -0.1548 -0.1136 1.2636  -0.489
N2 0.6563 -1.2406 0.7430  -0.478
S1 -1.6197 -1.0514 -0.7983  -0.025
I1 -3.2383 0.4560 -0.0625  0.081
H1 0.5581 1.7915 -0.3901  0.224
H2 0.6622 0.7147 -1.9769  0.234
H3 1.7893 0.5487 -0.6765  0.236
H4 0.3684 0.5731 1.7520  0.361
H5 0.2304 -2.0842 1.0529  0.369

Summary:
Energy (Eh): -884.5116
Gap between HOMO and LUMO (Eh): 0.306
SMILES string: CC1(SI)NN1
ΔE to the lowest compared entry with this formula, charge and spin (kJ/mol): 104.2
HOMO energy (eV): -8.6642

=====

Density functional theory data (the ωB97M-V functional and the def2-TZVPD basis) for a cluster of 2 separate species, C2H5IN4 in total.

Each line ends with the natural charge from an NBO analysis.
Cartesian coordinates (Å):
C1 -0.1204 -0.1785 0.8286  0.170
C2 2.0465 0.7646 0.8585  -0.441
N1 -1.2719 -0.4775 0.2464  -0.141
N2 -3.4427 -1.1123 -1.4415  -0.481
N3 0.7549 0.5672 0.2280  -0.348
N4 -1.5743 -0.4024 -0.9051  -0.078
I1 -0.3472 -0.2481 -2.5680  0.269
H1 0.1508 -0.4831 1.8975  0.181
H2 2.7325 -0.0593 0.6029  0.224
H3 1.9782 0.7066 1.9563  0.177
H4 2.4106 1.7005 0.7241  0.211
H5 -3.3170 -0.7777 -2.4277  0.257

Summary:
Energy (Eh): -595.6403
Gap between HOMO and LUMO (spin up / spin down) (Eh): 0.254 / 0.254
ΔE to the lowest compared entry with this formula, charge and spin (kJ/mol): 462.4
HOMO energy (spin up / spin down) (eV): -8.4278 / -8.4269

=====

Density functional theory data (the ωB97M-V functional and the def2-TZVPD basis) for the molecule C2H5IN4.

Each line ends with the natural charge from an NBO analysis.
Cartesian coordinates (Å):
C1 0.4791 -0.1300 0.7828  0.221
C2 -0.0437 2.1766 0.4555  -0.472
N1 0.6276 -1.3932 0.3636  -0.274
N2 0.3660 -2.9890 -1.1346  -0.428
N3 0.3536 0.8487 -0.0552  -0.423
N4 0.0142 -1.9118 -0.5697  0.156
I1 -1.8805 -0.8203 -1.3489  0.038
H1 0.5710 -0.1507 1.9246  0.177
H2 0.8446 2.7653 0.8541  0.212
H3 -0.9184 2.3305 1.0759  0.209
H4 -0.2121 2.7949 -0.5239  0.209
H5 -0.2014 -3.5209 -1.8242  0.374

Summary:
Energy (Eh): -595.7615
Gap between HOMO and LUMO (spin up / spin down) (Eh): 0.273 / 0.273
ΔE to the lowest compared entry with this formula, charge and spin (kJ/mol): 144.2
HOMO energy (spin up / spin down) (eV): -9.0866 / -9.0870

=====

Density functional theory data (the ωB97M-V functional and the def2-TZVPD basis) for a cluster of 2 separate species, C2H5IO in total.

Each line ends with the Löwdin spin population.
Cartesian coordinates (Å):
C1 -0.6216 -0.4759 0.6947  0.085
C2 0.5681 0.2312 0.2019  0.658
O1 0.1706 0.4134 -1.9376  1.058
I1 2.4030 -0.7118 0.1577  0.104
H1 -0.5623 -0.5588 1.7862  0.032
H2 -1.5221 0.0868 0.4492  0.004
H3 -0.6932 -1.4782 0.2816  0.007
H4 0.6369 1.2995 0.3227  0.027
H5 -0.3793 1.1937 -1.9564  0.026

Summary:
Energy (Eh): -451.9478
Gap between HOMO and LUMO (spin up / spin down) (Eh): 0.277 / 0.253
ΔE to the lowest compared entry with this formula, charge and spin (kJ/mol): 0.5
Spin multiplicity: 3
HOMO energy (spin up / spin down) (eV): -6.9490 / -9.4020

=====

Density functional theory data (the ωB97M-V functional and the def2-TZVPD basis) for a cluster of 2 separate species, C2H5IO3 in total.

Each line ends with the natural charge from an NBO analysis.
Cartesian coordinates (Å):
C1 -0.4545 -0.6614 0.2953  0.072
C2 1.0083 0.8656 0.1312  0.401
O1 0.0181 -1.5675 -0.5539  -0.696
O2 1.0668 1.7548 1.1711  -0.722
O3 1.0049 1.5167 -1.1779  -0.753
I1 2.9744 -0.2363 0.0548  -0.124
H1 -0.4498 -0.9056 1.2697  0.162
H2 -1.2571 -0.0406 -0.0553  0.180
H3 0.9466 -1.7720 -0.2884  0.496
H4 1.3887 2.6289 0.8852  0.492
H5 0.4433 0.9380 -1.7349  0.491

Summary:
Energy (Eh): -602.5292
Gap between HOMO and LUMO (Eh): 0.345
ΔE to the lowest compared entry with this formula, charge and spin (kJ/mol): 160.0
HOMO energy (eV): -8.9582

=====

Density functional theory data (the ωB97M-V functional and the def2-TZVPD basis) for a structure of composition C2H5IS.

Each line ends with the Löwdin spin population.
Cartesian coordinates (Å):
C1 -0.9326 1.2122 -0.0195  0.007
C2 2.2443 -1.1206 -0.0344  1.370
S1 1.1663 -0.8851 1.2109  0.347
I1 1.4367 -2.4674 -1.4397  0.214
H1 -1.5054 0.7076 0.7487  0.002
H2 0.0310 0.8102 -0.0873  0.004
H3 -1.0304 2.2733 -0.0472  0.000
H4 -1.3913 0.8882 -1.0405  0.001
H5 -0.0185 -1.4184 0.7090  0.057

Summary:
Energy (Eh): -774.8970
Gap between HOMO and LUMO (spin up / spin down) (Eh): 0.277 / 0.269
ΔE to the lowest compared entry with this formula, charge and spin (kJ/mol): 39.4
Spin multiplicity: 3
HOMO energy (spin up / spin down) (eV): -7.5814 / -9.6689

=====

Density functional theory data (the ωB97M-V functional and the def2-TZVPD basis) for a structure of composition C2H5IS2.

Each line ends with the natural charge from an NBO analysis.
Cartesian coordinates (Å):
C1 0.5470 0.4137 -0.9943  -0.707
C2 -0.5613 -0.1471 -0.0906  -0.437
S1 1.3168 -2.4425 0.0730  -0.393
S2 -0.4239 -1.7210 0.4046  0.538
I1 -2.4599 0.6885 -0.0152  0.249
H1 0.4588 -0.1321 -2.0213  0.260
H2 1.5093 0.4587 -0.4229  0.259
H3 0.4533 1.4302 -1.1501  0.226
H4 -0.3736 0.9633 1.7835  -0.021
H5 -0.4664 0.4884 2.4334  0.026

Summary:
Energy (Eh): -1173.1676
Gap between HOMO and LUMO (Eh): 0.269
ΔE to the lowest compared entry with this formula, charge and spin (kJ/mol): 271.2
HOMO energy (eV): -8.4155

=====

Density functional theory data (the ωB97M-V functional and the def2-TZVPD basis) for the molecule C2H5ISi.

Each line ends with the Löwdin spin population.
Cartesian coordinates (Å):
C1 0.3947 -1.4108 -0.1045  0.808
C2 -0.9567 1.0755 -0.3743  0.793
Si1 0.1800 0.2316 0.7447  0.214
I1 2.3220 1.4664 0.6690  0.002
H1 -0.4742 -1.9465 -0.1669  0.058
H2 0.8052 -1.5748 -1.1621  0.041
H3 -0.5553 1.5489 -1.3448  0.036
H4 -1.9705 0.6320 -0.5371  0.041
H5 0.2548 -0.0223 2.2761  0.007

Summary:
Energy (Eh): -666.2570
Gap between HOMO and LUMO (spin up / spin down) (Eh): 0.352 / 0.276
ΔE to the lowest compared entry with this formula, charge and spin (kJ/mol): 0.0
Spin multiplicity: 3
HOMO energy (spin up / spin down) (eV): -8.8030 / -9.3931

=====

Density functional theory data (the ωB97M-V functional and the def2-TZVPD basis) for the ion C2H5N with charge -1.

Each line ends with the Löwdin spin population.
Cartesian coordinates (Å):
C1 0.6435 -0.3759 -0.2212  0.075
C2 -0.7147 0.1977 0.2115  0.057
N1 -0.0104 1.4870 0.2835  0.812
H1 1.2231 -0.3780 0.6983  0.000
H2 0.4968 -1.3873 -0.6181  0.031
H3 1.0069 0.2695 -1.0060  0.006
H4 -1.1344 -0.0369 1.2040  0.014
H5 -1.5109 0.2239 -0.5521  0.004

Summary:
Energy (Eh): -133.8032
Gap between HOMO and LUMO (spin up / spin down) (Eh): 0.224 / 0.193
Net charge: -1
ΔE to the lowest compared entry with this formula, charge and spin (kJ/mol): 158.5
Spin multiplicity: 2
HOMO energy (spin up / spin down) (eV): -0.7891 / -0.1218

=====

Density functional theory data (the ωB97M-V functional and the def2-TZVPD basis) for the molecule C2H5N.

Each line ends with the natural charge from an NBO analysis.
Cartesian coordinates (Å):
C1 0.7025 -0.4285 0.0274  -0.247
C2 -0.7742 -0.3303 0.0428  -0.269
H1 1.0607 -0.9434 -0.8335  0.188
H2 1.2226 -0.6817 0.9411  0.188
H3 -1.4135 -0.3961 0.8774  0.190
H4 -1.3020 -0.5730 -0.8300  0.186
H5 0.1579 1.4103 0.6003  0.350
N1 0.1006 0.8196 -0.1681  -0.587

Summary:
Energy (Eh): -133.8981
Gap between HOMO and LUMO (Eh): 0.393
SMILES string: C1CN1
ΔE to the lowest compared entry with this formula, charge and spin (kJ/mol): 92.9
HOMO energy (eV): -9.3429

=====

Density functional theory data (the ωB97M-V functional and the def2-TZVPD basis) for a cluster of 3 separate species, C2H5N in total.

Each line ends with the natural charge from an NBO analysis.
Cartesian coordinates (Å):
C1 0.7712 0.0163 0.3718  0.475
C2 0.6526 -1.3445 0.5093  -0.727
N1 0.7714 1.1642 0.1424  -0.645
H1 -1.6940 1.3163 -0.7631  -0.018
H2 0.5990 -1.8275 -0.4749  0.240
H3 0.1079 -1.7563 1.3624  0.246
H4 -1.1739 0.6900 -1.1002  0.019
H5 -0.0342 1.7415 -0.0478  0.411

Summary:
Energy (Eh): -133.8390
Gap between HOMO and LUMO (Eh): 0.365
ΔE to the lowest compared entry with this formula, charge and spin (kJ/mol): 247.8
HOMO energy (eV): -8.6401

=====

Density functional theory data (the ωB97M-V functional and the def2-TZVPD basis) for the ion C2H5N2 with charge +1.

Each line ends with the natural charge from an NBO analysis.
Cartesian coordinates (Å):
C1 -0.1979 0.1979 -0.0961  0.511
C2 0.9492 -0.6566 -0.0784  -0.208
N1 0.7903 1.0229 -0.2252  -0.506
N2 -1.4491 -0.0237 -0.0405  -0.663
H1 1.2420 -0.8217 0.9342  0.238
H2 1.4564 -1.1851 -0.8764  0.275
H3 1.1351 1.8369 0.3507  0.473
H4 -1.6852 -0.9484 0.1609  0.430
H5 -2.2410 0.5777 -0.1291  0.450

Summary:
Energy (Eh): -188.3805
Gap between HOMO and LUMO (Eh): 0.446
SMILES string: [NH2+]=C1CN1
Net charge: +1
ΔE to the lowest compared entry with this formula, charge and spin (kJ/mol): 92.0
HOMO energy (eV): -16.4712

=====

Density functional theory data (the ωB97M-V functional and the def2-TZVPD basis) for a structure of composition C2H5N2O.

Each line ends with the natural charge from an NBO analysis.
Cartesian coordinates (Å):
C1 0.9687 0.5019 -0.2789  0.342
C2 -1.0072 -0.6492 0.1332  0.055
N1 1.2677 -0.7061 -0.6840  -0.299
N2 -0.1555 0.5665 0.3374  -0.496
O1 -0.0866 -1.6324 -0.0667  -0.308
H1 2.0033 -1.4550 -0.8122  0.503
H2 1.5840 1.4400 -0.3768  0.297
H3 -1.6038 -0.9245 1.1069  0.259
H4 -1.7142 -0.5066 -0.7844  0.206
H5 -0.5096 1.4472 0.5979  0.442

Summary:
Energy (Eh): -263.5740
Gap between HOMO and LUMO (Eh): 0.355
Net charge: +1
ΔE to the lowest compared entry with this formula, charge and spin (kJ/mol): 368.3
HOMO energy (eV): -15.4355

=====

Density functional theory data (the ωB97M-V functional and the def2-TZVPD basis) for the ion C2H5N2O with charge +1.

Each line ends with the natural charge from an NBO analysis.
Cartesian coordinates (Å):
C1 -0.1573 1.0040 0.6355  -0.046
C2 0.4430 -0.9742 -0.4915  -0.058
N1 1.1100 -0.4627 1.8193  0.278
N2 -0.4954 -0.1076 0.0000  -0.479
O1 1.2490 -1.2965 1.0557  -0.086
H1 -0.8333 1.7650 0.9608  0.258
H2 0.8218 1.3560 0.5066  0.212
H3 0.1501 -1.7726 -1.0065  0.232
H4 1.4258 -0.5280 -0.7718  0.220
H5 -1.4911 -0.5162 -0.1044  0.467

Summary:
Energy (Eh): -263.5161
Gap between HOMO and LUMO (Eh): 0.325
Net charge: +1
ΔE to the lowest compared entry with this formula, charge and spin (kJ/mol): 520.4
HOMO energy (eV): -14.5064

=====

Density functional theory data (the ωB97M-V functional and the def2-TZVPD basis) for the ion C2H5N2O with charge +1.

Each line ends with the natural charge from an NBO analysis.
Cartesian coordinates (Å):
C1 0.0553 0.0001 0.2990  0.375
C2 -0.5745 0.1925 -1.1065  -0.667
N1 -0.1172 1.0226 0.9630  0.313
N2 0.6307 -1.1460 0.8760  -0.730
O1 0.0689 1.9921 1.5567  -0.008
H1 -0.4653 1.2467 -1.4736  0.278
H2 -0.0164 -0.5136 -1.8646  0.289
H3 -1.7530 0.0288 -1.0361  0.298
H4 0.8262 -1.8227 0.1986  0.422
H5 1.3454 -1.0007 1.5875  0.431

Summary:
Energy (Eh): -263.5420
Gap between HOMO and LUMO (Eh): 0.304
SMILES string: CC(=[NH2+])N=O
Net charge: +1
ΔE to the lowest compared entry with this formula, charge and spin (kJ/mol): 452.3
HOMO energy (eV): -15.4750